Record 1
Density functional theory data (wB97M-V/def2-TZVPD) for a structure of composition C15H15ClCrN3O5S at a distorted geometry.

## Properties
Kohn-Sham gap (alpha / beta), eV: 7.74 / 7.82
Total charge: 0
E_LUMO (alpha / beta), hartree: -0.0170 / -0.0176
⟨S²⟩: 3.789
HOMO level (alpha / beta), eV: -8.20 / -8.30
2S+1: 4

Structure (XYZ):
```
41
Properties=species:S:1:pos:R:3:lowdin_spin:R:1
Cr 1.6922 0.1377 -0.6086 2.9431
O 2.2155 3.4704 0.4361 0.0029
C 1.4018 2.6288 0.0707 0.0054
O 1.0388 1.5728 0.7123 0.0262
C 0.8510 2.6485 -1.3883 0.0055
O 0.4432 3.6358 -1.9484 0.0074
O 0.9304 1.4344 -1.8577 0.0153
C 5.2132 3.0166 -0.2771 -0.0001
S 4.3388 1.6454 0.4982 0.0049
C 5.7946 0.5422 0.5393 0.0011
O 3.5617 1.0130 -0.6549 0.0166
H 6.0399 3.3025 0.3713 0.0000
H 4.4999 3.8283 -0.3746 0.0000
H 5.5689 2.6868 -1.2512 0.0001
H 6.5333 0.9557 1.2251 0.0001
H 6.2060 0.4404 -0.4634 0.0001
H 5.4591 -0.4275 0.9003 0.0002
N -8.2777 -1.6112 2.7679 0.0001
C -7.2455 -1.5092 2.2737 0.0000
C -5.9632 -1.4044 1.6476 0.0002
C -5.5111 -2.4461 0.8367 0.0000
C -4.2819 -2.3518 0.2155 0.0002
C -3.4959 -1.2202 0.4049 0.0000
C -3.9353 -0.1849 1.2201 0.0002
C -5.1677 -0.2765 1.8385 0.0000
N -2.2462 -1.1259 -0.2534 0.0037
C -1.9865 -1.5252 -1.5500 0.0002
C -0.6736 -1.2699 -1.7692 0.0063
N -0.1252 -0.7340 -0.6265 -0.0064
C -1.0910 -0.6530 0.2587 0.0105
H -6.1255 -3.3254 0.7032 0.0000
H -3.9201 -3.1569 -0.4096 0.0000
H -3.3253 0.7003 1.3441 0.0000
H -5.5232 0.5330 2.4604 0.0000
H -2.7526 -1.9119 -2.1967 -0.0001
H -0.0861 -1.3985 -2.6607 0.0009
H -0.9845 -0.2691 1.2595 0.0005
Cl 2.7261 -1.5971 0.5813 -0.0027
C 2.5721 -1.6242 -1.1953 -0.0449
H 2.0595 -2.5460 -1.4593 0.0005
H 3.5726 -1.6237 -1.6206 0.0021
```


Record 2
Density functional theory data (wB97M-V/def2-TZVPD) for a cluster of 2 separate species, C15H15ClFNO2 in total at a distorted geometry.

## Properties
Kohn-Sham gap, eV: 9.79
Total charge: 0
E_LUMO, hartree: 0.0242
HOMO level, eV: -9.13

Structure (XYZ):
```
35
Properties=species:S:1:pos:R:3:nbo_charge:R:1
C -1.2958 3.6529 -3.0378 -0.6372
C -1.7502 2.2262 -2.8667 -0.0663
O -2.0027 1.9435 -1.4075 -0.5182
C -2.1909 0.6775 -0.9844 0.7726
O -2.5092 -0.2387 -1.7277 -0.5884
C -1.8648 0.3311 0.4741 0.1050
F -0.6649 -0.3598 0.3010 -0.3474
C -2.6998 -0.6835 1.2515 -0.0550
C -2.6821 -0.6780 2.6522 -0.2046
C -2.9893 -1.8375 3.3688 -0.1979
C -3.4960 -2.9897 2.7355 -0.2255
C -3.4390 -3.0050 1.3287 -0.0158
Cl -3.4788 -4.5652 0.5574 0.0020
C -3.0592 -1.8693 0.5961 -0.2189
H -1.5034 3.9540 -4.0678 0.2218
H -1.7663 4.4029 -2.3838 0.2272
H -0.2083 3.7205 -2.8889 0.2152
H -2.6782 2.0432 -3.4611 0.1968
H -0.9434 1.5752 -3.2578 0.2011
H -1.5966 1.2631 0.9644 0.1962
H -2.3097 0.2175 3.1753 0.2188
H -2.8016 -1.9097 4.4619 0.2221
H -3.6069 -3.9300 3.2684 0.2302
H -2.8791 -1.9483 -0.4622 0.2660
C 6.0542 -0.6322 0.1889 -0.1727
C 5.5265 0.1077 1.2582 -0.2746
C 4.2807 0.7530 1.0385 0.0509
N 3.7891 0.7796 -0.1806 -0.4351
C 4.0030 -0.2338 -0.9936 0.0495
C 5.2242 -0.9357 -0.9047 -0.2728
H 7.0885 -1.0174 0.2460 0.2177
H 6.0244 0.1675 2.2231 0.2206
H 3.7025 1.2187 1.8614 0.1974
H 3.2230 -0.5109 -1.7021 0.1986
H 5.5000 -1.6894 -1.6247 0.2206
```


Record 3
Density functional theory data (wB97M-V/def2-TZVPD) for a structure of composition C15H15ClN5O2S2V at a distorted geometry.

## Properties
Kohn-Sham gap (alpha / beta), eV: 6.87 / 6.64
Total charge: 0
E_LUMO (alpha / beta), hartree: -0.0355 / -0.0457
⟨S²⟩: 2.027
HOMO level (alpha / beta), eV: -7.84 / -7.89
2S+1: 3

Structure (XYZ):
```
41
Properties=species:S:1:pos:R:3:lowdin_spin:R:1
V -0.4656 -0.4470 0.7326 1.7595
C 4.9654 -0.2107 -0.6472 -0.0006
S 3.6079 -0.8861 -1.6523 0.0032
C 2.3433 -1.0132 -0.4479 0.0014
S 2.2924 -0.0083 0.9363 -0.0166
N 1.4945 -1.9817 -0.6228 0.0025
N 0.4939 -1.9903 0.2522 0.0039
C 0.1525 -3.0991 0.8475 0.0566
C -0.6792 -2.8937 1.9803 0.0336
C -1.0098 -3.8838 2.9179 0.0054
C -1.6498 -3.5187 4.0787 0.0300
C -1.9625 -2.1710 4.2818 0.0056
C -1.6402 -1.2561 3.3011 0.0298
N -1.0019 -1.5836 2.1778 0.0177
H 5.7525 0.0761 -1.3352 0.0000
H 4.6128 0.6459 -0.0789 -0.0005
H 5.3148 -0.9932 0.0202 0.0000
H 0.6064 -4.0543 0.5955 0.0026
H -0.7286 -4.9069 2.7244 -0.0004
H -1.8878 -4.2595 4.8268 0.0016
H -2.4502 -1.8503 5.1877 -0.0003
H -1.8926 -0.2070 3.4072 0.0013
O -1.4877 1.0133 1.2208 0.0057
N -1.6051 1.9256 0.3313 0.0603
N -0.7596 1.7307 -0.6235 0.0237
O 0.0266 0.7120 -0.5080 -0.0046
C -0.5649 2.6426 -1.6660 -0.0003
C 0.6038 2.5207 -2.4149 0.0023
C 0.8534 3.4126 -3.4398 -0.0001
C -0.0590 4.4154 -3.7290 0.0020
C -1.2316 4.5146 -2.9947 0.0000
C -1.4980 3.6338 -1.9613 0.0016
H 1.3023 1.7280 -2.1865 0.0002
H 1.7604 3.3200 -4.0150 0.0000
H 0.1406 5.1099 -4.5319 0.0001
H -1.9475 5.2859 -3.2342 -0.0001
H -2.4157 3.6980 -1.3993 0.0001
Cl -2.3007 -0.4357 -1.8115 -0.0003
C -2.0912 -1.2754 -0.2874 -0.0289
H -1.9882 -2.3382 -0.5239 -0.0008
H -3.0059 -1.1215 0.2908 0.0028
```


Record 4
Density functional theory data (wB97M-V/def2-TZVPD) for the molecule C15H15N3O4 at a distorted geometry.

## Properties
Kohn-Sham gap, eV: 8.63
Total charge: 0
E_LUMO, hartree: -0.0368
HOMO level, eV: -9.63

Structure (XYZ):
```
37
Properties=species:S:1:pos:R:3:nbo_charge:R:1
N 0.7742 -3.7988 -1.1429 -0.2791
C 0.7325 -2.8634 -0.4785 0.2573
C 0.5781 -1.7079 0.3095 -0.2195
C 1.5200 -0.7852 0.5794 -0.0823
C 2.9117 -0.7548 0.1680 -0.1159
C 3.5729 -1.8315 -0.4342 -0.1360
C 4.9031 -1.7342 -0.8036 -0.2052
C 5.6108 -0.5655 -0.5856 -0.1829
C 4.9603 0.5042 0.0181 0.0724
N 5.6830 1.7326 0.2586 0.5176
O 5.0752 2.6496 0.7673 -0.3752
O 6.8494 1.7696 -0.0648 -0.3690
C 3.6316 0.4192 0.3986 -0.1614
C -0.8078 -1.5798 0.9070 0.6659
O -1.3055 -2.4596 1.5715 -0.5918
N -1.3803 -0.3807 0.6723 -0.6074
C -2.7495 -0.1012 1.0364 -0.2451
C -3.5970 0.0882 -0.2325 0.0893
C -5.0219 0.5605 0.0822 -0.4311
C -4.9131 2.0756 -0.0831 -0.4320
C -3.8903 2.1810 -1.2112 -0.0636
O -2.9903 1.1005 -1.0318 -0.5477
H 1.2149 0.0583 1.1878 0.2233
H 3.0432 -2.7543 -0.6050 0.2380
H 5.3910 -2.5785 -1.2646 0.2293
H 6.6476 -0.4660 -0.8668 0.2520
H 3.1680 1.2748 0.8677 0.2449
H -0.9941 0.2454 -0.0196 0.4140
H -3.1154 -0.9447 1.6246 0.2399
H -2.7792 0.8122 1.6389 0.1934
H -3.5876 -0.8507 -0.8012 0.1886
H -5.7221 0.1510 -0.6456 0.2156
H -5.3354 0.2609 1.0793 0.2218
H -4.5244 2.5341 0.8266 0.2033
H -5.8594 2.5451 -0.3385 0.2225
H -4.3813 2.0862 -2.1896 0.1656
H -3.3130 3.1077 -1.1946 0.1902
```


Record 5
Density functional theory data (wB97M-V/def2-TZVPD) for a structure of composition C15H15N3PV at a distorted geometry.

## Properties
Kohn-Sham gap (alpha / beta), eV: 4.21 / 3.98
Total charge: 0
E_LUMO (alpha / beta), hartree: -0.0402 / -0.0468
⟨S²⟩: 2.037
HOMO level (alpha / beta), eV: -5.30 / -5.26
2S+1: 3

Structure (XYZ):
```
35
Properties=species:S:1:pos:R:3:lowdin_spin:R:1
C -0.7833 0.6431 -4.7610 0.0034
C -1.3352 1.9368 -4.9888 -0.0008
C -0.4054 2.8394 -4.4215 0.0048
C 0.8679 2.2369 -4.3131 -0.0005
C 0.6096 0.8421 -4.2995 0.0045
V -1.1140 -1.5639 -1.8103 1.9377
P -0.4537 -3.7179 -2.7504 0.0250
H -1.2764 -0.3192 -4.9761 0.0006
H -2.3180 2.1592 -5.3929 -0.0001
H -0.6056 3.9064 -4.2751 0.0003
H 1.3279 0.0361 -4.1590 0.0002
H 1.8011 2.7286 -4.0577 -0.0002
H 0.6694 -4.3066 -3.4126 0.0037
H -1.3799 -4.0693 -3.8126 -0.0130
H -0.7614 -4.8865 -1.9776 0.0119
N -0.9248 1.3504 7.9603 0.0002
C -0.7025 1.0759 6.8416 0.0000
C -0.4024 0.7289 5.4636 0.0005
C -1.2461 1.1308 4.4370 -0.0001
C -0.9366 0.8116 3.1027 0.0007
C 0.2359 0.1162 2.8376 -0.0004
C 1.0782 -0.3231 3.8660 0.0005
C 0.7677 -0.0166 5.1863 -0.0001
N 0.5965 -0.1792 1.4915 0.0081
C 1.7322 -0.8852 1.0375 -0.0036
C 1.5648 -1.1025 -0.3041 0.0037
N 0.2534 -0.7148 -0.6686 -0.0100
C -0.2168 -0.0025 0.4124 0.0203
H -2.1378 1.7092 4.6681 0.0000
H -1.5875 1.1277 2.3006 0.0002
H 1.9877 -0.8964 3.6394 0.0000
H 1.4233 -0.3228 5.9999 0.0000
H 2.4964 -1.2266 1.7234 -0.0003
H 2.2799 -1.4252 -1.0238 -0.0001
H -1.1044 0.5792 0.4369 0.0030
```


Record 6
Density functional theory data (wB97M-V/def2-TZVPD) for a structure of composition C15H16Cl2NO4RhSb at a distorted geometry.

## Properties
Kohn-Sham gap, eV: 7.86
Total charge: +1
E_LUMO, hartree: -0.1699
HOMO level, eV: -12.48

Structure (XYZ):
```
40
Properties=species:S:1:pos:R:3:nbo_charge:R:1
Rh -0.1457 0.3090 0.1359 0.7873
O 1.1352 1.9682 3.5051 -0.5350
C 0.8283 1.6811 2.3812 0.7348
O 0.7493 0.4503 1.9145 -0.6858
C 0.5240 2.7473 1.3520 0.1220
C 0.6374 4.1061 1.6545 -0.2383
C 0.4460 5.0069 0.6450 -0.0678
C 0.1476 4.5598 -0.6607 -0.1074
C -0.0316 5.4547 -1.7427 -0.1645
C -0.3209 4.9816 -2.9883 -0.1879
C -0.4522 3.5928 -3.2065 -0.1457
C -0.2895 2.6984 -2.1862 -0.2571
C 0.0228 3.1704 -0.8945 0.2332
N 0.2120 2.2994 0.1477 -0.4370
H 0.8808 4.3864 2.6690 0.2714
H 0.5256 6.0711 0.8291 0.2383
H 0.0644 6.5170 -1.5590 0.2330
H -0.4587 5.6667 -3.8133 0.2377
H -0.6975 3.2322 -4.1966 0.2334
H -0.4256 1.6393 -2.3532 0.2410
C 3.5797 0.8312 0.7958 -0.9876
Sb 2.1921 -0.2227 -0.3827 1.6488
C 2.4917 -2.2685 0.0098 -0.9848
C 2.6907 0.1310 -2.4018 -0.9968
H 4.5740 0.4415 0.5818 0.2573
H 3.3249 0.6684 1.8392 0.2729
H 3.5495 1.8938 0.5620 0.2522
H 3.3162 -2.6350 -0.5990 0.2552
H 1.5788 -2.8122 -0.2205 0.2682
H 2.7271 -2.3804 1.0661 0.2648
H 3.7593 -0.0507 -2.5133 0.2561
H 2.4622 1.1598 -2.6707 0.2568
H 2.1340 -0.5530 -3.0387 0.2581
Cl -3.8656 -1.3239 -2.6162 0.0474
C -3.1448 -1.8433 -1.1025 -0.3330
Cl -4.2270 -1.6081 0.2796 0.0440
C -1.8792 -1.0765 -0.7933 0.7429
O -0.9891 -1.6092 -0.0714 -0.6326
O -1.6938 0.1173 -1.1936 -0.6544
H -2.9110 -2.9012 -1.1689 0.2588
```


What molecular weight values result from the calculations? In sequence: 436.8; 295.7; 447.8; 301.3; 319.2; 569.9 g/mol.